Computed, not measured: a structure of composition C57H126AsF6N7O7 at a distorted geometry, with ωB97M-V with the def2-TZVPD basis set.

```
204
Properties=species:S:1:pos:R:3
As 0.354 1.008 -0.069
F 1.729 0.107 0.620
F 0.444 2.292 1.224
F -1.044 1.749 -0.879
F 0.300 -0.243 -1.372
F -0.635 0.066 1.084
F 1.398 1.940 -1.040
C 1.224 4.349 3.606
C 2.711 4.453 3.281
C 3.501 4.710 4.667
C 3.760 3.337 5.409
C 4.481 2.430 4.465
C 3.731 2.013 3.213
N 3.290 3.248 2.506
O 3.043 3.223 1.099
C 2.559 1.133 3.531
C 4.731 1.277 2.275
C 2.898 5.705 2.427
H 1.085 3.754 4.509
H 0.585 3.873 2.862
H 0.723 5.304 3.764
H 3.085 5.490 5.304
H 4.490 5.100 4.429
H 2.927 2.781 5.837
H 4.446 3.502 6.240
H 4.863 1.589 5.044
H 5.433 2.860 4.154
H 1.954 1.441 4.384
H 2.811 0.108 3.803
H 1.900 1.080 2.664
H 4.413 1.014 1.266
H 5.302 0.528 2.823
H 5.482 2.037 2.057
H 3.908 5.997 2.139
H 2.455 6.567 2.926
H 2.286 5.571 1.535
C -2.466 -3.622 8.015
C -1.321 -4.015 7.050
C -1.933 -4.864 5.864
C -2.636 -4.172 4.751
C -1.555 -3.273 4.111
C -0.997 -2.212 5.043
N -0.627 -2.831 6.340
O 0.061 -2.001 7.211
C -1.998 -1.020 5.227
C 0.363 -1.630 4.409
C -0.285 -4.845 7.826
H -3.122 -4.453 8.275
H -3.043 -2.824 7.548
H -2.107 -3.273 8.983
H -2.582 -5.682 6.178
H -1.111 -5.500 5.540
H -3.442 -3.510 5.069
H -3.035 -4.735 3.907
H -2.068 -2.802 3.272
H -0.721 -3.800 3.647
H -2.976 -1.358 5.568
H -2.198 -0.472 4.306
H -1.622 -0.294 5.948
H 0.023 -1.235 3.452
H 1.172 -2.340 4.243
H 0.742 -0.760 4.946
H 0.566 -5.280 7.301
H -0.755 -5.628 8.421
H 0.120 -4.184 8.593
C -0.975 -2.941 0.194
C 0.018 -4.120 -0.285
C 0.207 -5.052 0.966
C 0.996 -6.334 0.661
C 0.309 -7.219 -0.471
C -0.061 -6.403 -1.783
N -0.632 -4.962 -1.412
O -1.309 -4.347 -2.401
C -1.196 -7.174 -2.509
C 1.173 -6.192 -2.725
C 1.327 -3.453 -0.757
H -0.927 -2.138 -0.542
H -0.587 -2.414 1.066
H -2.044 -3.126 0.297
H -0.771 -5.234 1.412
H 0.783 -4.516 1.720
H 1.193 -6.881 1.583
H 2.023 -6.064 0.413
H -0.588 -7.686 -0.064
H 1.021 -7.983 -0.783
H -2.100 -7.358 -1.929
H -0.887 -8.218 -2.559
H -1.444 -6.858 -3.522
H 1.658 -7.128 -3.003
H 2.049 -5.714 -2.287
H 0.833 -5.676 -3.623
H 1.504 -2.584 -0.123
H 1.275 -3.005 -1.749
H 2.231 -4.061 -0.734
C -3.204 3.475 -2.481
C -4.564 3.787 -3.183
C -5.042 5.227 -2.756
C -6.180 5.750 -3.641
C -5.761 5.848 -5.049
C -5.251 4.504 -5.615
N -4.322 3.763 -4.673
O -3.408 2.825 -5.179
C -4.446 4.850 -6.930
C -6.413 3.570 -5.961
C -5.632 2.627 -2.819
H -2.767 2.539 -2.831
H -3.184 3.332 -1.401
H -2.413 4.172 -2.757
H -4.190 5.903 -2.692
H -5.474 5.255 -1.756
H -6.506 6.688 -3.191
H -7.112 5.195 -3.535
H -5.037 6.643 -5.223
H -6.652 6.201 -5.569
H -4.953 5.632 -7.495
H -4.327 3.974 -7.567
H -3.436 5.181 -6.691
H -7.190 4.002 -6.592
H -6.908 3.180 -5.071
H -6.149 2.721 -6.592
H -5.546 1.833 -3.560
H -6.711 2.762 -2.884
H -5.521 2.232 -1.809
C -6.499 -3.660 -1.827
C -5.175 -2.870 -1.710
N -5.238 -1.616 -0.770
C -6.329 -0.641 -1.263
C -5.599 -2.084 0.714
C -5.445 -0.990 1.797
C -3.835 -0.843 -0.734
C -3.258 -0.554 -2.138
O -2.600 -1.733 -2.629
C -1.932 -1.299 -3.765
H -7.016 -3.991 -0.926
H -6.455 -4.620 -2.342
H -7.194 -3.102 -2.454
H -4.875 -2.441 -2.666
H -4.388 -3.533 -1.350
H -7.284 -1.160 -1.345
H -5.925 -0.196 -2.172
H -6.420 0.175 -0.546
H -4.949 -2.958 0.775
H -6.642 -2.391 0.639
H -5.902 -1.471 2.662
H -6.000 -0.072 1.601
H -4.384 -0.842 1.997
H -3.149 -1.298 -0.021
H -4.100 0.179 -0.464
H -2.572 0.293 -2.133
H -4.068 -0.325 -2.831
H -2.684 -0.931 -4.463
H -1.566 -2.124 -4.376
H -1.192 -0.527 -3.550
C 4.432 -2.483 1.540
C 4.804 -2.047 0.168
N 6.360 -1.882 -0.077
C 6.743 -0.504 0.490
C 7.210 -3.070 0.526
C 8.657 -2.695 0.812
C 6.562 -2.000 -1.598
C 5.935 -0.846 -2.503
O 4.531 -0.841 -2.751
C 3.875 0.434 -2.522
H 4.870 -1.776 2.245
H 4.861 -3.451 1.799
H 3.357 -2.557 1.705
H 4.352 -1.100 -0.127
H 4.455 -2.812 -0.525
H 7.687 -0.130 0.093
H 6.797 -0.582 1.575
H 6.039 0.150 -0.026
H 7.156 -3.953 -0.110
H 6.724 -3.352 1.460
H 9.175 -2.080 0.076
H 9.235 -3.619 0.800
H 8.812 -2.214 1.778
H 6.069 -2.951 -1.801
H 7.640 -1.953 -1.752
H 6.372 -0.881 -3.501
H 6.402 0.073 -2.147
H 2.826 0.310 -2.793
H 4.281 1.209 -3.172
H 3.921 0.858 -1.519
C 3.950 5.229 -3.704
N 2.622 5.541 -3.041
C 2.590 5.037 -1.590
C 2.444 7.117 -2.915
C 1.486 4.809 -3.767
C 1.380 5.065 -5.353
O 1.269 6.388 -5.665
H 3.965 4.159 -3.910
H 4.774 5.449 -3.025
H 3.990 5.805 -4.628
H 2.530 3.954 -1.489
H 1.751 5.508 -1.077
H 3.574 5.403 -1.297
H 2.419 7.591 -3.896
H 3.285 7.489 -2.330
H 1.518 7.298 -2.368
H 0.602 5.284 -3.342
H 1.472 3.733 -3.591
H 0.509 4.637 -5.848
H 2.150 4.518 -5.897
H 0.394 6.745 -5.497
```

Results
net charge	+6
orbital gap	0.2224	hartree
calculated total energy	-5989.563194	hartree
ΔE to the lowest compared entry with this formula, charge and spin	343.78	kJ/mol
multiplicity	1
LUMO	-14.81	eV
max |F|	9.733	eV/Å

These are the Mulliken partial charges, in e, on atoms 1 to 5: number 1, As, carries 1.95; number 2, F, carries -0.33; number 3, F, carries -0.35; number 4, F, carries -0.38; number 5, F, carries -0.37

***

Computed, not measured: a cluster of 10 separate species, C57H129N5O10 in total at a distorted geometry, with ωB97M-V with the def2-TZVPD basis set.

```
201
Properties=species:S:1:pos:R:3
C 5.487 1.949 0.609
C 4.840 2.559 1.831
C 4.847 1.464 2.888
C 5.509 3.877 2.316
C 5.257 5.126 1.318
C 3.747 5.334 1.259
C 3.030 4.097 0.778
C 1.549 4.402 1.034
C 3.182 4.040 -0.763
N 3.408 2.943 1.597
O 2.659 1.818 1.216
H 4.829 1.108 0.316
H 5.568 2.605 -0.261
H 6.550 1.718 0.798
H 5.838 1.154 3.209
H 4.241 1.686 3.796
H 4.430 0.577 2.425
H 5.062 4.099 3.273
H 6.546 3.762 2.408
H 5.765 5.973 1.773
H 5.629 4.884 0.280
H 3.426 6.148 0.634
H 3.394 5.564 2.301
H 0.992 3.979 0.215
H 1.322 5.462 1.111
H 1.196 3.916 1.971
H 4.182 3.772 -0.989
H 2.955 5.019 -1.166
H 2.525 3.286 -1.172
H 2.095 1.572 1.959
C -3.038 1.890 -3.538
C -3.151 2.699 -4.774
C -4.140 2.121 -5.815
C -3.835 4.053 -4.346
C -2.820 4.913 -3.715
C -1.635 5.214 -4.615
C -0.835 3.941 -4.885
C 0.155 4.227 -6.043
C -0.090 3.299 -3.697
N -1.812 2.993 -5.360
O -1.109 1.823 -5.743
H -4.051 1.678 -3.069
H -2.630 0.911 -3.811
H -2.408 2.308 -2.797
H -3.886 1.061 -6.107
H -5.095 1.977 -5.309
H -4.288 2.746 -6.692
H -4.317 4.532 -5.231
H -4.707 3.872 -3.699
H -3.298 5.838 -3.423
H -2.430 4.362 -2.828
H -0.939 5.925 -4.116
H -1.811 5.592 -5.670
H 0.942 3.504 -6.074
H 0.584 5.209 -6.086
H -0.436 4.051 -6.904
H 0.193 2.239 -3.818
H -0.674 3.264 -2.777
H 0.864 3.804 -3.555
H -1.071 1.179 -5.008
C -1.078 3.289 4.933
C 0.129 2.905 5.790
C 0.952 4.157 6.107
C -0.320 2.410 7.175
C -0.937 1.027 7.226
C 0.053 0.095 6.593
C 0.442 0.443 5.178
C 1.565 -0.564 4.623
C -0.762 0.345 4.328
N 1.064 1.787 5.207
O 1.352 2.164 3.894
H -0.856 3.275 3.923
H -1.981 2.690 5.112
H -1.444 4.276 5.201
H 1.032 4.810 5.226
H 0.412 4.784 6.816
H 1.953 3.954 6.431
H 0.521 2.385 7.866
H -1.030 3.181 7.598
H -1.216 0.603 8.268
H -1.862 1.026 6.644
H -0.281 -0.885 6.720
H 1.008 0.237 7.171
H 1.143 -1.534 4.526
H 2.396 -0.686 5.382
H 2.068 -0.261 3.667
H -1.614 0.912 4.665
H -1.175 -0.667 4.522
H -0.496 0.476 3.287
H 2.303 2.435 3.823
C -1.110 -3.597 1.829
C -0.545 -5.021 1.535
C 0.739 -5.238 2.415
C -1.598 -6.002 1.877
C -1.294 -7.465 1.425
C -1.246 -7.336 -0.085
C -0.240 -6.308 -0.648
C 1.237 -6.899 -0.550
C -0.683 -6.050 -2.098
N -0.359 -5.018 0.068
O 0.749 -4.223 -0.359
H -1.915 -3.500 1.088
H -0.277 -2.845 1.667
H -1.533 -3.588 2.809
H 0.381 -5.363 3.433
H 1.481 -4.430 2.334
H 1.201 -6.130 2.159
H -1.977 -5.837 2.880
H -2.478 -5.744 1.213
H -1.985 -8.223 1.795
H -0.384 -7.766 1.897
H -2.259 -6.985 -0.389
H -1.071 -8.213 -0.628
H 1.416 -7.701 -1.234
H 2.049 -6.167 -0.631
H 1.330 -7.315 0.438
H 0.054 -5.421 -2.632
H -0.686 -7.073 -2.638
H -1.667 -5.565 -2.162
H 0.360 -3.351 -0.534
C 5.058 -1.675 -0.996
C 3.605 -1.584 -1.600
C 2.563 -1.475 -0.546
C 3.594 -0.330 -2.515
C 4.313 -0.543 -3.850
C 3.649 -1.717 -4.542
C 3.805 -3.017 -3.727
C 2.976 -4.138 -4.362
C 5.376 -3.373 -3.773
N 3.229 -2.773 -2.370
O 3.534 -3.944 -1.645
H 5.242 -1.017 -0.201
H 5.448 -2.647 -0.733
H 5.786 -1.299 -1.680
H 2.763 -0.611 0.095
H 1.629 -1.428 -1.093
H 2.470 -2.362 0.095
H 2.632 0.033 -2.692
H 4.129 0.434 -1.935
H 4.153 0.352 -4.436
H 5.387 -0.702 -3.760
H 3.907 -1.817 -5.582
H 2.596 -1.428 -4.626
H 3.252 -5.136 -3.992
H 3.193 -4.137 -5.436
H 1.920 -3.965 -4.315
H 5.962 -2.672 -3.199
H 5.764 -3.356 -4.870
H 5.543 -4.357 -3.448
H 2.671 -4.241 -1.439
C -0.339 -1.786 -3.228
C -1.675 -1.333 -2.653
C -2.704 -1.808 -3.571
O -1.817 -1.737 -1.253
H -0.182 -1.548 -4.291
H -0.100 -2.831 -3.065
H 0.518 -1.263 -2.779
H -1.650 -0.250 -2.508
H -2.628 -2.844 -3.792
H -2.511 -1.217 -4.474
H -3.734 -1.692 -3.219
H -2.595 -2.320 -1.100
C -5.489 0.674 3.505
C -4.267 -0.048 3.030
C -4.108 -1.389 3.947
O -4.197 -0.292 1.658
H -6.386 0.103 3.165
H -5.540 1.686 3.201
H -5.573 0.668 4.569
H -3.335 0.508 3.261
H -3.252 -2.031 3.694
H -5.035 -1.923 3.936
H -3.963 -1.034 4.948
H -3.272 -0.073 1.376
C -6.341 -2.521 -0.952
C -5.311 -3.439 -0.332
O -4.162 -2.734 0.194
H -6.366 -1.622 -0.254
H -7.398 -2.876 -0.953
H -6.048 -1.984 -1.901
H -5.045 -4.089 -1.137
H -5.749 -4.122 0.445
H -4.440 -2.024 0.823
C -0.187 1.294 -0.774
C -0.648 0.784 0.597
O -1.907 0.162 0.565
H 0.775 1.780 -0.611
H -0.811 2.043 -1.211
H -0.069 0.405 -1.389
H -0.737 1.661 1.250
H 0.111 0.170 1.014
H -1.872 -0.565 -0.135
C -4.040 3.859 0.541
C -3.622 2.602 -0.062
O -4.657 1.726 -0.514
H -4.595 3.618 1.505
H -4.729 4.397 -0.096
H -3.169 4.471 0.761
H -2.931 2.124 0.572
H -2.972 2.696 -0.954
H -4.720 1.069 0.182
```

Results
orbital gap	0.3204	hartree
calculated total energy	-3275.040802	hartree
SMILES	CC1(C)CCCC(C)(C)N1O.CC1(C)CCCC(C)(C)N1O.CC1(C)CCCC(C)(C)N1O.CC1(C)CCCC(C)(C)N1O.CC1(C)CCCC(C)(C)N1O.CC(C)O.CC(C)O.CCO.CCO.CCO
multiplicity	1
LUMO	0.59	eV
max |F|	3.554	eV/Å

These are the Mulliken partial charges, in e, on atoms 1 to 5: number 1, C, carries -1.49; number 2, C, carries 1.69; number 3, C, carries -1.57; number 4, C, carries -1.72; number 5, C, carries -0.53